(1)
# C36H49ClF6O2P4W

A structure of composition C36H49ClF6O2P4W (ωB97M-V/def2-TZVPD, the OMol25 dataset).

Atoms and positions in Å:
P: 1.448 1.182 -3.152
C: 3.180 1.581 -3.209
C: 4.005 0.899 -4.123
H: 3.602 0.067 -4.699
C: 5.331 1.295 -4.261
H: 5.964 0.795 -4.992
C: 5.843 2.324 -3.467
H: 6.881 2.638 -3.586
C: 5.040 2.947 -2.502
H: 5.451 3.731 -1.868
C: 3.712 2.560 -2.345
H: 3.082 2.974 -1.557
C: 1.103 -0.460 -3.766
C: 1.753 -1.569 -3.177
H: 2.549 -1.408 -2.447
C: 1.339 -2.855 -3.505
H: 1.836 -3.710 -3.045
C: 0.298 -3.054 -4.413
H: -0.017 -4.068 -4.667
C: -0.339 -1.959 -5.001
H: -1.148 -2.113 -5.711
C: 0.046 -0.661 -4.678
H: -0.474 0.197 -5.108
C: 0.390 2.432 -3.906
C: 0.842 3.006 -5.106
H: 1.800 2.692 -5.521
C: 0.081 3.989 -5.729
H: 0.425 4.417 -6.669
C: -1.105 4.442 -5.144
H: -1.686 5.232 -5.622
C: -1.541 3.901 -3.929
H: -2.455 4.265 -3.458
C: -0.795 2.906 -3.301
H: -1.073 2.539 -2.313
W: 0.427 0.354 0.871
C: -1.134 -1.070 0.866
C: -1.885 -1.311 -0.258
H: -1.399 -1.643 1.764
C: -1.551 -0.444 -1.471
O: -2.761 0.103 -2.105
H: -2.539 0.642 -2.891
C: -0.684 0.569 -0.860
H: -0.960 -0.997 -2.235
C: 0.490 1.288 -0.903
Cl: 2.407 1.519 1.352
P: -1.106 1.807 1.939
P: 1.672 -1.683 1.653
C: -0.299 2.677 3.284
H: 0.725 2.935 2.988
H: -0.281 1.983 4.141
H: -0.881 3.586 3.510
C: -1.841 3.026 0.825
H: -2.376 2.529 0.005
H: -1.069 3.686 0.407
H: -2.547 3.609 1.437
C: -2.513 0.966 2.696
H: -2.135 0.299 3.484
H: -3.071 0.393 1.943
H: -3.160 1.744 3.127
C: 2.050 -1.347 3.390
H: 1.134 -0.983 3.934
H: 2.818 -0.568 3.439
H: 2.408 -2.275 3.857
C: 0.876 -3.308 1.655
H: 0.379 -3.487 0.691
H: 0.133 -3.343 2.464
H: 1.657 -4.065 1.825
C: 3.228 -1.910 0.752
H: 3.830 -0.996 0.806
H: 3.015 -2.145 -0.300
H: 3.769 -2.754 1.214
P: -3.227 -2.542 -0.288
C: -3.337 -3.318 1.321
C: -2.758 -3.693 -1.578
H: -3.530 -2.587 2.120
H: -2.426 -3.880 1.565
H: -4.179 -4.020 1.290
H: -2.308 -3.156 -2.425
H: -3.668 -4.207 -1.909
H: -2.040 -4.426 -1.190
C: -4.727 -1.675 -0.717
H: -5.207 -1.273 0.184
H: -5.394 -2.391 -1.211
H: -4.458 -0.858 -1.400
H: 0.511 2.380 -1.134
C: 0.674 0.604 6.806
C: -0.310 -0.305 6.086
O: -0.231 -0.262 4.762
C: -0.045 -1.789 6.630
F: -0.154 -1.862 7.995
F: -0.868 -2.722 6.098
F: 1.239 -2.157 6.323
C: -1.785 0.147 6.525
F: -1.928 0.223 7.882
F: -2.029 1.404 6.036
F: -2.760 -0.662 6.047
H: 1.687 0.342 6.481
H: 0.587 0.512 7.890
H: 0.480 1.635 6.493

Force components x, y, z for each atom (eV/Å):
-0.35 -0.11 0.88
0.37 -0.19 0.14
-0.07 0.22 0.15
0.14 0.29 -0.06
0.05 -0.04 0.05
-0.11 0.13 0.22
-0.21 0.06 0.05
-0.30 -0.10 0.02
-0.12 -0.14 -0.01
-0.06 -0.24 -0.12
-0.10 -0.16 -0.38
0.23 0.11 -0.24
-0.30 -0.28 -0.08
-0.33 0.32 -0.11
-0.15 -0.05 -0.26
0.16 -0.01 0.11
-0.12 0.20 -0.16
-0.07 0.13 -0.06
0.11 0.30 0.06
-0.02 -0.03 0.02
0.16 -0.01 0.10
0.30 0.00 0.32
0.18 -0.26 0.04
0.08 0.42 -0.03
-0.16 -0.09 0.19
-0.25 0.07 -0.06
-0.10 0.11 0.05
-0.08 -0.06 0.23
0.04 -0.21 0.09
0.19 -0.25 0.10
0.15 -0.08 -0.03
0.27 -0.05 -0.15
0.38 -0.09 -0.21
-0.22 0.09 -0.45
-0.31 -1.05 -1.87
-1.29 -0.72 -0.42
-0.25 -0.31 0.97
0.07 -0.04 -0.17
-1.39 0.24 -0.44
0.92 -0.25 0.19
0.14 -0.44 0.52
3.43 -0.37 0.66
-0.20 0.26 0.36
-1.93 1.76 -1.87
0.57 0.24 0.40
-1.07 0.50 1.46
0.79 0.10 0.78
0.02 0.48 0.17
-0.31 0.06 0.17
0.04 0.10 -0.17
0.24 -0.31 0.10
-0.02 0.27 -0.18
0.06 0.10 0.25
-0.21 -0.09 0.14
0.21 -0.06 -0.31
-0.30 0.04 -0.06
0.03 0.15 -0.01
0.11 0.25 0.18
0.12 -0.31 0.03
0.17 -0.12 -0.25
0.12 -0.07 -0.01
-0.10 -0.15 0.00
-0.07 0.23 -0.08
-0.16 -0.13 -0.24
0.16 -0.09 0.24
0.25 -0.04 -0.17
-0.36 0.19 0.01
0.13 -0.30 -0.11
-0.15 -0.21 0.03
0.14 -0.01 0.26
-0.09 0.34 -0.25
1.46 1.39 0.06
-0.18 -0.39 0.18
-0.39 -0.43 -0.11
0.04 -0.09 -0.34
-0.21 0.18 -0.16
0.12 0.06 0.08
-0.21 -0.07 0.25
0.30 -0.10 -0.11
-0.17 0.18 -0.08
-0.39 -0.24 -0.12
0.12 -0.11 -0.21
-0.10 0.27 0.12
-0.20 -0.34 0.20
0.85 -0.73 0.25
0.26 0.24 0.07
-1.07 -0.64 0.77
-0.08 0.00 -1.38
-0.03 0.69 0.61
0.06 -0.21 -1.22
0.48 0.40 0.21
-0.85 0.09 0.07
0.74 -0.16 0.69
-0.19 -0.03 -1.13
0.01 -0.74 0.17
0.43 0.51 0.18
-0.20 0.02 0.15
0.14 0.16 -0.11
0.02 -0.14 0.17

As for the relative energy (zero: lowest compared OMol25 entry of this formula, charge and spin): 2.2097 eV. Its molar mass is 971.0 g/mol. The value obtained for the HOMO-LUMO gap (alpha / beta) is 5.59 / 3.70 eV. Its LUMO energy (alpha / beta) is -6.255 / -8.153 eV. Its net charge is +2. The spin multiplicity is 3.

=====

(2)
# C50H129N25O6P6

A cluster of 13 separate species, C50H129N25O6P6 in total (ωB97M-V/def2-TZVPD, the OMol25 dataset).

Atoms and positions in Å:
O: -6.272 -1.831 2.151
P: -5.079 -2.686 2.033
N: -3.733 -1.951 1.404
C: -2.900 -1.072 2.219
C: -3.564 -1.817 -0.041
N: -5.416 -3.974 1.038
C: -6.544 -3.917 0.132
C: -4.405 -4.967 0.710
N: -4.558 -3.196 3.514
C: -3.364 -3.991 3.746
C: -5.499 -3.080 4.630
H: -3.318 -0.061 2.208
H: -1.878 -1.118 1.860
H: -2.964 -1.425 3.246
H: -4.220 -1.026 -0.431
H: -3.787 -2.764 -0.528
H: -2.525 -1.575 -0.274
H: -6.302 -3.339 -0.769
H: -6.878 -4.923 -0.114
H: -7.365 -3.407 0.635
H: -4.433 -5.157 -0.370
H: -3.418 -4.619 1.000
H: -4.567 -5.942 1.184
H: -2.637 -3.847 2.953
H: -2.901 -3.634 4.672
H: -3.561 -5.065 3.839
H: -6.495 -3.453 4.387
H: -5.575 -2.033 4.921
H: -5.125 -3.665 5.470
O: -5.060 -0.218 -6.025
P: -4.466 -0.114 -4.684
N: -4.986 -1.251 -3.602
C: -4.294 -2.521 -3.414
C: -6.387 -1.187 -3.209
N: -4.853 1.343 -3.953
C: -4.838 1.542 -2.517
C: -5.747 2.217 -4.717
N: -2.817 -0.192 -4.723
C: -2.138 -0.053 -6.024
C: -1.987 -0.059 -3.566
H: -4.068 -2.940 -4.403
H: -4.872 -3.199 -2.795
H: -3.311 -2.315 -2.983
H: -6.782 -0.179 -3.275
H: -6.515 -1.604 -2.206
H: -6.975 -1.859 -3.852
H: -4.546 0.616 -2.023
H: -4.108 2.314 -2.246
H: -5.832 1.846 -2.177
H: -6.068 3.053 -4.088
H: -5.244 2.625 -5.590
H: -6.683 1.723 -4.994
H: -1.238 -0.671 -6.066
H: -2.784 -0.454 -6.802
H: -1.893 0.995 -6.219
H: -2.064 0.936 -3.091
H: -0.927 -0.197 -3.772
H: -2.253 -0.715 -2.729
O: 0.762 -1.936 -7.207
P: 0.784 -3.340 -6.754
N: 2.319 -3.934 -6.910
C: 3.438 -3.034 -7.074
C: 2.669 -5.337 -6.757
N: -0.194 -4.251 -7.702
C: -0.627 -5.619 -7.449
C: -0.821 -3.600 -8.855
N: 0.344 -3.658 -5.190
C: 1.164 -3.111 -4.124
C: -1.086 -3.505 -4.916
H: 3.209 -2.018 -6.759
H: 3.766 -2.979 -8.121
H: 4.321 -3.342 -6.501
H: 2.939 -5.783 -7.720
H: 1.875 -5.889 -6.271
H: 3.560 -5.411 -6.124
H: -0.509 -6.215 -8.357
H: -0.045 -6.094 -6.670
H: -1.686 -5.606 -7.167
H: -1.049 -4.368 -9.595
H: -1.679 -2.979 -8.593
H: -0.096 -2.954 -9.353
H: 1.037 -2.028 -4.001
H: 0.799 -3.535 -3.186
H: 2.196 -3.432 -4.244
H: -1.321 -3.832 -3.903
H: -1.733 -4.001 -5.637
H: -1.366 -2.443 -4.984
O: -0.163 -0.737 -0.611
P: 0.477 0.446 -0.009
N: 1.927 0.793 -0.714
C: 2.774 1.826 -0.181
C: 2.570 -0.154 -1.606
N: 0.830 0.232 1.591
C: 0.807 -1.092 2.186
C: 1.098 1.295 2.544
N: -0.432 1.831 -0.142
C: -0.315 2.616 -1.361
C: -1.772 1.716 0.402
H: 3.376 1.459 0.662
H: 2.183 2.684 0.129
H: 3.453 2.167 -0.965
H: 3.397 -0.676 -1.113
H: 2.992 0.381 -2.465
H: 1.828 -0.849 -1.994
H: 0.243 -1.070 3.122
H: 0.307 -1.790 1.516
H: 1.816 -1.494 2.334
H: 1.074 2.279 2.076
H: 0.294 1.313 3.284
H: 2.062 1.129 3.030
H: 0.557 3.265 -1.378
H: -0.285 2.046 -2.296
H: -1.188 3.274 -1.441
H: -2.471 1.376 -0.381
H: -2.225 2.638 0.789
H: -1.839 0.988 1.201
O: -0.522 -2.055 9.175
P: -0.014 -3.316 8.616
N: 0.320 -3.227 6.977
C: 0.463 -1.897 6.397
C: 0.289 -4.323 6.048
N: -1.016 -4.617 8.731
C: -2.193 -4.705 7.877
C: -1.175 -5.366 9.971
N: 1.381 -3.854 9.328
C: 1.934 -5.146 8.971
C: 2.256 -2.949 10.013
H: 1.151 -1.254 6.946
H: -0.502 -1.385 6.291
H: 0.852 -1.954 5.377
H: -0.399 -4.124 5.213
H: -0.091 -5.243 6.490
H: 1.258 -4.573 5.601
H: -2.117 -4.054 7.010
H: -2.376 -5.738 7.576
H: -3.071 -4.345 8.430
H: -1.639 -4.755 10.749
H: -1.819 -6.220 9.761
H: -0.219 -5.770 10.299
H: 2.601 -5.514 9.748
H: 1.138 -5.873 8.810
H: 2.467 -5.120 8.008
H: 3.173 -2.727 9.439
H: 2.536 -3.267 11.018
H: 1.794 -1.958 10.023
O: 6.198 4.671 1.930
P: 5.797 5.977 1.392
N: 6.688 6.597 0.141
C: 8.052 7.004 0.434
C: 6.466 6.048 -1.187
N: 5.890 7.162 2.553
C: 5.687 8.586 2.268
C: 6.768 6.904 3.694
N: 4.271 5.941 0.794
C: 3.388 4.906 1.277
C: 3.615 7.011 0.060
H: 8.640 7.068 -0.478
H: 8.558 6.298 1.106
H: 8.080 7.974 0.939
H: 5.409 5.968 -1.415
H: 6.898 5.042 -1.295
H: 6.923 6.698 -1.935
H: 4.623 8.801 2.161
H: 6.072 9.162 3.103
H: 6.174 8.862 1.328
H: 7.802 7.228 3.557
H: 6.322 7.344 4.591
H: 6.738 5.836 3.913
H: 3.947 4.016 1.551
H: 2.734 5.268 2.080
H: 2.720 4.576 0.470
H: 2.579 7.144 0.375
H: 3.631 6.769 -1.005
H: 4.136 7.955 0.197
C: -0.488 -4.560 -0.248
C: -0.668 -5.088 1.097
N: -0.774 -5.517 2.153
H: -0.025 -3.573 -0.266
H: -1.470 -4.442 -0.717
H: 0.010 -5.342 -0.820
C: -4.035 5.250 -0.756
C: -3.047 5.891 0.114
N: -2.266 6.415 0.773
H: -5.041 5.356 -0.363
H: -3.781 4.209 -0.941
H: -3.985 5.777 -1.713
C: 4.556 4.500 -3.760
C: 3.237 4.191 -3.250
N: 2.207 3.934 -2.810
H: 5.311 4.212 -3.029
H: 4.664 5.575 -3.911
H: 4.696 3.996 -4.713
C: -2.086 3.485 3.908
C: -2.082 2.077 4.301
N: -2.057 0.974 4.607
H: -3.111 3.833 3.810
H: -1.555 3.609 2.966
H: -1.560 4.054 4.672
C: 1.685 0.682 -5.168
C: 2.377 1.853 -5.685
N: 2.891 2.808 -6.056
H: 1.938 0.636 -4.109
H: 2.091 -0.216 -5.625
H: 0.613 0.814 -5.268
C: 0.176 6.586 -1.769
C: 1.302 7.076 -2.550
N: 2.180 7.428 -3.206
H: 0.518 5.844 -1.049
H: -0.553 6.137 -2.444
H: -0.348 7.371 -1.225
C: 5.750 0.931 2.534
C: 5.435 -0.314 1.839
N: 5.212 -1.280 1.266
H: 5.753 1.775 1.846
H: 6.731 0.835 2.994
H: 5.008 1.117 3.309

Force components x, y, z for each atom (eV/Å):
-0.37 0.06 0.09
0.01 0.40 0.11
0.84 -0.74 -0.38
-1.11 -0.39 0.17
-0.20 0.05 0.43
0.45 -0.30 0.00
-0.33 0.40 0.37
-0.20 -0.13 -0.22
-0.14 -0.32 -0.07
-0.02 0.28 0.26
0.13 0.07 -0.06
0.33 0.14 -0.01
0.17 0.19 -0.02
0.26 0.18 0.03
0.08 -0.09 -0.24
-0.21 0.05 -0.11
0.04 0.14 0.07
-0.07 -0.26 -0.17
0.08 -0.04 -0.15
0.00 0.03 -0.10
0.24 0.12 0.03
0.14 0.00 -0.05
-0.13 0.13 0.15
0.00 0.02 -0.11
0.07 -0.17 -0.02
-0.05 0.04 0.00
0.01 0.04 -0.08
-0.17 -0.05 0.17
0.07 0.04 0.00
0.01 0.22 -0.34
0.03 0.32 0.20
0.26 0.35 0.90
0.62 0.71 -1.05
-0.02 -1.24 -0.24
-0.63 -0.06 -0.32
0.22 0.01 -0.24
-0.22 0.29 0.44
0.36 -1.15 -0.83
-0.30 -0.30 0.24
-0.07 0.90 1.45
-0.30 -0.50 0.21
-0.03 -0.04 -0.01
-0.13 -0.34 0.35
0.00 0.06 0.05
0.09 0.43 0.16
-0.13 0.34 -0.10
-0.07 0.07 0.10
-0.10 0.04 0.10
0.04 -0.05 0.23
0.33 0.04 0.04
-0.16 -0.08 -0.16
0.19 -0.13 -0.30
0.13 0.22 0.20
-0.13 0.35 -0.03
0.06 -0.04 -0.19
0.05 0.09 -0.34
-0.07 -0.26 -0.24
0.04 -0.26 -0.29
-0.10 0.50 0.34
0.78 -0.06 -0.85
0.40 0.01 0.75
0.58 0.35 -0.48
0.44 0.43 -0.07
-0.51 -0.38 -0.02
-0.24 0.50 -0.20
0.77 0.05 -0.29
-0.72 -0.62 -0.02
-0.35 -0.33 0.40
-0.18 0.96 -0.02
-0.24 -0.07 -0.08
-0.06 0.02 0.06
-0.23 -0.25 0.14
-0.22 -0.15 0.03
-0.07 -0.13 -0.06
-0.08 -0.07 0.07
-0.05 -0.02 0.00
-0.07 0.07 0.21
0.01 -0.34 0.03
-0.41 -0.01 0.14
-0.20 -0.25 -0.04
-0.07 0.12 0.19
0.32 0.05 -0.26
0.10 -0.11 0.08
0.12 0.35 -0.08
0.06 -0.21 -0.05
0.26 -0.32 0.03
-0.07 -0.09 0.24
-0.13 -0.74 -0.18
0.65 -0.01 0.10
-0.39 0.13 -0.96
0.27 -0.09 0.02
0.11 0.25 -0.16
-0.73 0.14 0.40
-0.04 -0.34 -0.33
-0.47 0.09 -0.16
0.37 0.30 0.60
-0.21 0.61 -0.37
-0.93 -0.16 -0.49
-0.02 0.12 0.03
0.00 -0.06 0.08
0.00 0.06 0.03
-0.13 -0.17 0.01
0.09 0.05 0.12
0.06 -0.17 0.18
0.14 -0.02 0.10
-0.07 0.07 -0.02
0.01 0.17 0.27
0.22 -0.11 -0.16
0.18 -0.12 0.31
0.01 0.12 0.10
0.05 -0.16 0.17
0.00 -0.24 0.20
0.00 -0.07 0.12
0.07 -0.13 0.10
0.59 0.26 -0.06
0.31 -0.07 0.09
0.37 0.45 -0.02
0.25 -0.34 -0.63
-0.26 0.48 0.22
-0.31 0.30 -0.53
-0.31 -0.56 -0.69
-0.16 -0.86 -0.43
-0.40 0.60 0.46
0.09 0.09 -0.18
-0.26 -0.61 0.77
-0.11 -0.04 -0.70
0.46 1.31 -0.59
-0.12 -0.08 0.20
0.09 0.04 0.24
0.16 -0.35 0.10
0.11 0.13 0.04
0.12 0.09 0.29
0.10 0.24 0.12
0.19 -0.14 -0.08
0.08 0.01 -0.12
-0.05 -0.15 -0.06
0.06 -0.10 0.14
-0.07 0.01 0.06
-0.05 0.20 0.25
0.02 0.06 0.05
0.02 -0.01 0.17
0.25 0.14 0.20
0.06 -0.55 0.08
-0.11 -0.08 0.04
-0.26 -0.25 0.52
0.20 -0.64 0.25
-0.21 0.87 0.05
-0.42 0.18 -0.64
0.28 -0.07 0.63
0.39 -0.35 -0.20
0.76 0.14 0.63
-0.33 -0.66 -0.40
-0.76 -0.59 0.51
-0.31 -0.09 -0.02
-0.70 -0.35 -0.48
0.47 -0.07 -0.29
-0.09 0.04 -0.08
0.01 -0.06 -0.16
-0.03 0.03 -0.14
-0.04 0.08 0.10
0.05 0.09 -0.03
-0.02 0.02 0.02
-0.01 0.10 0.09
0.09 0.14 -0.06
0.07 0.26 0.14
-0.01 0.13 0.00
0.25 0.38 -0.10
0.31 0.00 -0.25
0.06 0.15 0.38
0.19 -0.16 0.19
0.10 0.28 -0.07
0.02 -0.07 0.15
-0.30 0.21 -0.05
-0.01 0.04 -0.09
-0.82 -0.31 -0.29
0.20 0.39 -0.13
-0.09 -0.14 0.34
0.34 -0.18 0.04
-0.01 0.03 0.15
0.41 0.38 -0.14
0.37 0.46 -0.38
-0.15 -0.17 0.07
0.02 -0.09 -0.02
0.00 -0.11 0.13
-0.06 -0.06 0.17
-0.14 -0.11 0.00
0.28 0.30 -0.11
-0.36 -0.05 0.30
0.28 0.12 -0.14
-0.01 -0.23 -0.09
-0.21 0.01 -0.05
0.07 -0.07 0.03
0.18 -0.24 0.15
0.00 0.43 -0.20
0.02 -0.41 0.09
0.01 0.11 -0.01
-0.07 -0.01 -0.05
-0.12 0.12 -0.01
0.66 0.27 0.50
-0.21 0.11 -0.11
0.21 0.06 -0.12
-0.22 -0.02 0.07
-0.48 -0.09 -0.29
-0.05 -0.30 -0.26
-0.24 -0.05 0.06
0.20 0.18 -0.33
-0.24 -0.06 0.32
-0.02 -0.08 -0.08
0.12 -0.17 0.01
0.24 0.16 -0.02
-0.06 -0.13 0.06
0.09 0.41 0.02
-0.16 -0.29 -0.14
0.06 0.02 -0.02
0.01 0.11 0.03
0.03 0.01 0.03

As for the relative energy (zero: lowest compared OMol25 entry of this formula, charge and spin): 0.0000 eV. Its molar mass is 1362.6 g/mol. The value obtained for the HOMO-LUMO gap is 8.35 eV. Its LUMO energy is 0.218 eV.

=====

(3)
# C2Br2F3I

A structure of composition C2Br2F3I (ωB97M-V/def2-TZVPD, the OMol25 dataset).

Atoms and positions in Å:
C: -0.039 -0.805 0.180
C: -0.064 0.706 -0.070
F: 1.233 -1.221 0.112
F: -0.690 -1.554 -0.697
F: -0.597 -1.048 1.365
Br: 0.929 0.943 -2.089
Br: -1.853 1.279 -0.244
I: 1.081 1.701 1.443

Force components x, y, z for each atom (eV/Å):
0.59 -0.31 -0.54
0.95 0.35 -1.96
0.00 -0.11 0.83
-0.52 0.34 -0.49
0.43 -0.15 0.38
-1.11 -0.21 2.40
-0.01 0.25 0.01
-0.35 -0.15 -0.62

As for the relative energy (zero: lowest compared OMol25 entry of this formula, charge and spin): 0.0000 eV. Its molar mass is 367.7 g/mol. The value obtained for the HOMO-LUMO gap is 8.79 eV. Its LUMO energy is -1.478 eV.

=====

(4)
# C4H4AlO6

A structure of composition C4H4AlO6 (ωB97M-V/def2-TZVPD, the OMol25 dataset).

Atoms and positions in Å:
O: 1.331 -0.101 -1.106
C: 2.548 -0.588 -0.809
O: 3.207 0.187 0.007
O: 2.895 -1.717 -1.155
Al: 1.732 1.272 0.063
O: -1.684 1.373 -0.064
C: -0.687 1.521 0.736
C: -1.539 -0.296 -0.539
O: 0.362 2.134 0.456
O: -0.430 0.375 1.395
C: -1.213 -0.733 0.900
H: -2.467 -0.821 -0.799
H: -1.320 -0.099 -1.591
H: -0.634 -1.657 0.977
H: -2.100 -0.849 1.530

Force components x, y, z for each atom (eV/Å):
-0.61 2.65 1.05
0.08 -6.07 -2.05
-0.04 3.42 1.89
-0.36 2.84 0.65
2.38 -3.99 -2.00
-0.16 0.63 0.13
-1.38 -6.54 -3.05
-3.01 0.54 0.92
-0.23 4.44 1.20
0.84 0.60 1.40
0.82 0.28 -0.85
-0.88 0.68 0.78
2.43 -0.04 0.57
0.24 0.30 -0.09
-0.10 0.25 -0.54

Its molar mass is 175.1 g/mol. The value obtained for the HOMO-LUMO gap is 6.82 eV. Its LUMO energy is -6.794 eV. Its net charge is +1.